Entry from the OMol25 dataset: a structure of composition C24H23BrF4KN2P (ωB97M-V with the def2-TZVPD basis set).

Computed properties:
Net charge = +2
LUMO = -5.48 eV
E = -4952.11275 hartree
Highest occupied orbital energy = -0.46805 Eh

Last column: Mulliken charge in e.
Cartesian coordinates (Å):
K  -0.850  -0.958  0.743  0.90
F  -8.353  1.372  -0.564  -0.26
C  -7.332  0.583  -0.294  0.69
C  -7.460  -0.788  -0.411  0.14
F  -8.607  -1.317  -0.798  -0.27
C  -6.373  -1.597  -0.123  0.43
F  -6.538  -2.909  -0.272  -0.37
C  -5.147  -1.090  0.290  0.26
P  -3.769  -2.207  0.748  -0.17
C  -3.477  -3.177  -0.768  0.95
C  -2.733  -4.355  -0.658  -0.80
C  -2.382  -5.072  -1.791  -0.62
C  -2.755  -4.614  -3.049  -0.49
C  -3.478  -3.437  -3.166  -0.67
C  -3.836  -2.719  -2.033  -0.46
C  -4.496  -3.349  1.960  0.39
C  -5.101  -4.562  1.636  0.06
C  -5.630  -5.359  2.638  -0.78
C  -5.570  -4.950  3.964  -0.46
C  -4.970  -3.743  4.294  -0.63
C  -4.424  -2.952  3.295  -0.48
C  -5.045  0.301  0.385  -0.18
Br  -3.455  1.204  0.898  -0.23
C  -6.117  1.127  0.100  0.30
F  -6.016  2.446  0.191  -0.32
H  -2.458  -4.735  0.321  0.47
H  -1.831  -5.998  -1.693  0.41
H  -2.491  -5.179  -3.932  0.41
H  -3.780  -3.081  -4.142  0.42
H  -4.416  -1.810  -2.142  0.40
H  -5.166  -4.883  0.605  0.41
H  -6.100  -6.300  2.383  0.40
H  -5.992  -5.573  4.741  0.41
H  -4.921  -3.423  5.326  0.41
H  -3.948  -2.012  3.555  0.33
C  6.995  0.522  0.741  -0.54
C  5.490  0.235  0.973  -0.48
N  4.781  0.114  -0.299  -0.23
C  4.901  1.362  -1.051  -0.49
C  6.387  1.690  -1.343  -0.54
N  7.210  0.583  -0.745  -0.20
C  6.849  -0.732  -1.376  -0.54
C  5.350  -0.985  -1.077  -0.49
H  7.643  -0.262  1.128  0.37
H  7.316  1.476  1.154  0.37
H  5.040  1.039  1.552  0.32
H  5.368  -0.690  1.534  0.33
H  4.447  2.166  -0.474  0.33
H  4.348  1.266  -1.983  0.33
H  6.716  2.620  -0.885  0.37
H  6.615  1.723  -2.406  0.37
H  8.195  0.774  -0.925  0.33
H  7.503  -1.487  -0.945  0.37
H  7.063  -0.648  -2.440  0.37
H  5.232  -1.911  -0.517  0.33
H  4.794  -1.084  -2.008  0.33